Computed, not measured: a 2-piece molecular cluster, C5H7NO3 overall at a distorted geometry, with the ωB97M-V functional and the def2-TZVPD basis.

The geometry in XYZ format:
```
16
C5H7NO3 | OMol25 | the ωB97M-V functional and the def2-TZVPD basis
O -0.42 1.31 -0.18
O -2.14 -1.75 0.31
O 3.10 -0.64 0.91
N 2.95 0.44 0.43
C -1.07 -1.17 -1.66
C -1.45 -0.94 -0.29
C -0.94 0.17 1.79
C -0.89 0.20 0.48
C 2.92 1.36 -0.29
H -1.41 -0.37 -2.28
H -0.18 1.96 0.59
H 2.73 2.40 -0.47
H -1.21 -0.78 2.35
H -0.02 -1.17 -1.79
H -0.41 0.98 2.26
H -1.54 -2.01 -2.16
```

Summary:
Charge = 0
SMILES = C=C(O)C(C)=O.C#[N+][O-]
ΔE to the lowest compared entry with this formula, charge and spin = 559.3 kJ/mol
Electronic energy = -475.03597 Eh